Formula: C4H9NO
Source: OMol25
Level of theory: ωB97M-V/def2-TZVPD

The energy above the lowest of the compared OMol25 structures with the same formula, charge and spin comes out at 115.1 kJ/mol. As for the SMILES: CC(=O)N(C)C. As for the molar mass: 87.12 Da. The value obtained for the HOMO-LUMO gap is 0.3694 Eh. For the LUMO energy, the calculation gives 0.857 eV. As for the charge: 0. The total energy is -287.78859 hartree.

Geometry (Å):
C -1.907 -0.537 0.333
C -0.447 -0.823 0.034
O -0.119 -2.001 0.020
N 0.506 0.143 -0.181
C 1.853 -0.544 -0.329
C 0.164 1.608 -0.037
H -2.320 0.422 0.020
H -2.445 -1.354 -0.153
H -2.053 -0.657 1.412
H 2.509 0.007 -0.993
H 1.786 -1.567 -0.751
H 2.328 -0.733 0.644
H -0.833 1.824 -0.460
H 0.116 1.951 1.012
H 0.863 2.260 -0.571

Forces on the atoms, in the same order (eV/Å):
C 0.1 0.1 -0.1
C 0.0 -0.1 0.1
O -0.4 -0.3 0.2
N -0.2 -0.5 -0.1
C 0.0 0.6 0.0
C 0.3 -0.7 0.0
H 0.1 -0.1 0.0
H 0.0 0.2 0.1
H 0.0 0.1 -0.1
H 0.0 0.5 0.2
H -0.6 1.0 0.1
H -0.1 0.5 -0.1
H 0.5 -0.4 0.0
H 0.3 -0.4 -0.3
H 0.1 -0.4 0.1

Formula: C29H45N16O4SSi2TeW
Source: OMol25
Level of theory: ωB97M-V/def2-TZVPD

The energy above the lowest of the compared OMol25 structures with the same formula, charge and spin comes out at 0.0 kJ/mol. The expectation value of S² is 2.01. As for the molar mass: 1081.47 Da. The value obtained for the HOMO-LUMO gap (spin up / spin down) is 0.1881 / 0.2339 Eh. For the LUMO energy (spin up / spin down), the calculation gives -4.258 / -4.404 eV. As for the charge: +1. The total energy is -3621.16458 hartree. The spin multiplicity is 3.

Geometry (Å):
W -0.225 -1.209 0.467
N -0.186 0.452 3.709
C 0.920 -0.193 3.285
N 1.816 -0.501 4.199
C 2.991 -0.982 3.752
N 3.880 -1.386 4.658
N 3.336 -1.024 2.463
C 2.383 -0.743 1.586
N 1.073 -0.398 1.936
C 2.681 -0.825 0.190
C 3.971 -1.109 -0.291
C 4.170 -1.254 -1.639
C 3.078 -1.072 -2.511
C 1.836 -0.808 -1.992
N 1.601 -0.719 -0.657
H -0.315 0.507 4.718
H -0.982 0.579 3.075
H 3.632 -1.366 5.644
H 4.794 -1.715 4.348
H 4.780 -1.215 0.438
H 5.154 -1.511 -2.037
H 3.201 -1.158 -3.596
H 0.968 -0.659 -2.630
N -3.156 -1.533 3.016
C -3.210 -0.616 2.011
N -4.323 -0.169 1.453
N -3.921 0.646 0.486
N -2.638 0.707 0.456
N -2.099 -0.073 1.445
C -2.073 -2.363 3.051
N -1.955 -3.403 3.868
N -0.751 -3.903 3.603
N -0.161 -3.230 2.684
N -0.975 -2.213 2.264
H -4.038 -1.892 3.404
C -1.991 1.174 -3.805
C -2.447 0.019 -2.924
O -1.468 -1.021 -2.831
C -1.395 -1.759 -4.056
C -0.868 -3.173 -3.873
H -2.629 2.056 -3.617
H -2.066 0.926 -4.882
H -0.951 1.440 -3.573
H -3.400 -0.403 -3.297
H -2.612 0.361 -1.890
H -0.775 -1.204 -4.779
H -2.420 -1.810 -4.476
H 0.180 -3.177 -3.530
H -0.921 -3.695 -4.842
H -1.481 -3.731 -3.142
O 2.078 -3.944 -1.242
S 0.941 -3.625 -0.451
O 1.218 -2.821 0.773
N -0.117 -2.571 -1.119
C -1.315 -2.863 -0.483
O -1.990 -1.762 -0.235
C -1.440 -4.161 0.089
C -2.547 -4.808 0.671
C -2.406 -6.133 1.041
C -1.196 -6.818 0.893
C -0.069 -6.169 0.401
C -0.216 -4.863 -0.020
H -3.493 -4.280 0.820
H -3.270 -6.654 1.465
H -1.134 -7.869 1.193
H 0.902 -6.665 0.352
C 3.338 2.199 1.995
Si 2.589 3.325 0.668
C 3.964 4.174 -0.343
C 1.715 4.762 1.569
C 1.614 2.372 -0.693
Te -0.297 1.271 -0.449
C -1.062 3.108 0.437
Si -1.814 4.125 -1.004
C -0.659 4.311 -2.509
C -2.049 5.892 -0.313
C -3.542 3.433 -1.403
H 3.976 2.794 2.679
H 3.966 1.394 1.564
H 2.558 1.731 2.618
H 4.622 4.756 0.340
H 3.537 4.889 -1.078
H 4.606 3.468 -0.901
H 2.505 5.408 2.012
H 1.065 4.430 2.408
H 1.107 5.404 0.895
H 2.332 1.668 -1.169
H 1.380 3.125 -1.475
H -0.224 3.636 0.926
H -1.844 2.882 1.185
H 0.191 4.995 -2.279
H -1.210 4.759 -3.369
H -0.244 3.343 -2.843
H -1.092 6.370 -0.030
H -2.714 5.904 0.576
H -2.522 6.529 -1.087
H -3.599 2.341 -1.242
H -3.858 3.660 -2.442
H -4.294 3.900 -0.730

Forces on the atoms, in the same order (eV/Å):
W 0.6 -0.9 3.2
N 0.0 -0.4 -0.2
C -0.9 0.6 0.4
N 0.7 -0.3 -0.2
C -1.0 0.5 1.0
N 0.4 -0.2 0.0
N -0.4 0.1 -2.0
C -0.6 0.2 3.4
N 2.6 -0.5 -0.2
C 0.2 -0.2 -2.7
C -0.5 0.4 1.2
C -0.4 0.0 -1.1
C 1.0 -0.1 0.0
C -0.7 0.3 0.5
N 2.3 0.1 0.1
H 0.0 0.0 -0.5
H 0.5 -0.1 0.3
H 0.2 0.0 -0.5
H -0.6 0.2 0.3
H -0.4 0.0 -0.3
H -0.3 0.1 0.2
H -0.1 0.1 0.5
H 0.0 -0.2 0.1
N -0.8 -0.3 0.4
C 0.2 0.5 -0.5
N 0.2 -0.4 0.6
N 0.6 0.3 -0.3
N -0.5 -0.1 0.4
N -1.0 0.7 0.0
C 0.7 -0.5 -0.1
N -0.6 0.9 -0.3
N 0.6 0.1 -0.5
N 0.0 -0.5 0.8
N -0.5 -0.9 1.0
H 0.7 0.4 -0.4
C -0.3 0.1 -0.4
C -0.1 0.1 0.3
O -0.3 -0.2 -0.7
C -0.4 0.2 -0.2
C 0.1 -0.1 0.1
H 0.3 -0.4 -0.1
H 0.1 0.1 0.5
H -0.3 -0.1 -0.1
H 0.3 0.1 0.2
H 0.0 -0.2 -0.5
H -0.1 -0.2 0.1
H 0.4 0.0 0.1
H -0.4 -0.1 -0.2
H 0.0 0.2 0.4
H 0.2 0.2 -0.3
O -0.2 -0.4 0.1
S 0.5 -0.5 -0.1
O 0.4 -0.3 -0.2
N -0.2 -0.3 -0.4
C -1.0 1.1 -0.3
O -1.2 -1.7 -1.2
C -0.4 -1.7 0.1
C 0.2 0.7 -0.3
C -0.2 -0.3 0.2
C 0.0 -0.2 0.1
C 0.5 -0.2 -0.1
C -0.5 0.3 0.2
H 0.3 -0.2 -0.2
H 0.4 0.2 -0.1
H 0.0 0.5 -0.1
H -0.3 0.1 0.0
C 0.1 0.0 0.0
Si 0.4 0.5 -0.1
C 0.1 0.1 0.1
C -0.2 0.0 0.1
C 0.3 -0.4 0.1
Te 0.0 4.1 -1.4
C 0.1 -0.1 0.1
Si -0.6 1.0 0.2
C 0.1 0.0 -0.1
C -0.1 0.0 0.0
C 0.0 0.0 -0.1
H -0.3 -0.2 -0.4
H -0.2 0.5 0.2
H 0.2 0.2 -0.2
H -0.4 -0.3 -0.4
H 0.2 -0.4 0.4
H -0.3 0.2 0.2
H -0.4 -0.4 -0.3
H 0.4 0.2 -0.5
H 0.4 -0.4 0.3
H -0.3 0.4 0.3
H -0.1 -0.5 0.4
H -0.5 -0.4 -0.3
H 0.4 0.0 -0.4
H -0.5 -0.4 -0.1
H 0.3 -0.3 0.6
H -0.2 0.5 0.0
H -0.4 -0.2 -0.1
H 0.4 0.0 -0.5
H 0.2 -0.3 0.4
H -0.1 0.5 -0.2
H 0.2 -0.1 0.5
H 0.5 -0.3 -0.3

Formula: C27H59F7N5O3S
Source: OMol25
Level of theory: ωB97M-V/def2-TZVPD

As for the molar mass: 666.85 Da. The value obtained for the HOMO-LUMO gap is 0.2507 Eh. For the LUMO energy, the calculation gives -3.133 eV. As for the charge: +1. The total energy is -2660.58086 hartree.

Geometry (Å):
C -0.515 4.247 -3.704
C -0.101 2.782 -3.837
O -0.664 1.972 -2.788
C -1.778 1.193 -3.137
C -1.267 -0.166 -3.654
N -0.794 -1.064 -2.541
C -1.719 -1.132 -1.358
C -1.983 0.286 -0.900
N -2.599 1.107 -1.945
S -4.276 1.035 -1.933
O -4.629 -0.240 -1.396
O -4.808 2.240 -1.415
C -4.868 0.924 -3.713
F -4.216 -0.112 -4.273
F -6.138 0.587 -3.538
C -4.818 2.139 -4.728
F -3.777 1.920 -5.547
F -5.933 2.098 -5.438
C -4.664 3.582 -4.184
F -5.721 3.934 -3.463
F -4.528 4.406 -5.219
F -3.548 3.657 -3.437
H -1.225 4.547 -4.475
H 0.356 4.895 -3.804
H -0.972 4.414 -2.729
H 0.981 2.668 -3.758
H -0.394 2.374 -4.812
H -2.347 1.658 -3.943
H -0.395 0.035 -4.277
H -1.995 -0.715 -4.248
H -0.679 -2.006 -2.920
H 0.135 -0.769 -2.230
H -1.190 -1.673 -0.570
H -2.628 -1.662 -1.636
H -2.562 0.305 0.020
H -1.024 0.763 -0.664
C 2.512 0.428 2.541
C 1.087 0.131 2.976
N 0.659 -1.216 2.635
C -0.777 -1.394 2.703
C -1.487 -1.297 4.056
C 1.463 -2.304 3.172
C 1.618 -2.399 4.693
H 2.651 0.166 1.490
H 2.713 1.494 2.655
H 3.256 -0.111 3.127
H 0.414 0.810 2.441
H 0.973 0.372 4.044
H -1.018 -2.363 2.249
H -1.212 -0.633 2.039
H -1.301 -2.171 4.678
H -2.566 -1.233 3.902
H -1.182 -0.408 4.610
H 2.459 -2.241 2.728
H 1.035 -3.236 2.793
H 1.885 -1.436 5.132
H 2.420 -3.099 4.933
H 0.715 -2.756 5.185
C 1.633 3.836 -0.517
C 1.111 4.180 0.872
N 2.147 4.661 1.763
C 1.747 4.681 3.161
C 0.610 5.621 3.575
C 2.895 5.818 1.291
C 2.106 7.081 0.931
H 2.489 3.163 -0.448
H 0.845 3.344 -1.094
H 1.939 4.723 -1.073
H 0.705 3.269 1.325
H 0.261 4.873 0.767
H 2.635 4.907 3.756
H 1.461 3.656 3.425
H 0.918 6.665 3.569
H 0.290 5.381 4.591
H -0.260 5.518 2.924
H 3.471 5.511 0.414
H 3.637 6.055 2.057
H 1.251 6.856 0.291
H 2.750 7.770 0.383
H 1.737 7.608 1.809
C 1.223 -3.995 -0.388
C 1.809 -5.364 -0.703
N 2.216 -6.074 0.491
C 3.079 -7.216 0.224
C 2.495 -8.389 -0.569
C 1.177 -6.275 1.491
C -0.107 -6.992 1.059
H 1.899 -3.413 0.240
H 1.061 -3.439 -1.320
H 0.262 -4.071 0.125
H 2.702 -5.232 -1.319
H 1.090 -5.926 -1.324
H 3.450 -7.579 1.185
H 3.954 -6.835 -0.311
H 1.781 -8.967 0.016
H 3.299 -9.066 -0.861
H 1.999 -8.057 -1.483
H 0.903 -5.296 1.895
H 1.634 -6.813 2.324
H -0.507 -6.583 0.129
H -0.872 -6.867 1.827
H 0.041 -8.061 0.916

Forces on the atoms, in the same order (eV/Å):
C 0.0 0.0 -0.2
C 0.0 0.1 -0.2
O 0.0 -0.2 0.1
C 0.1 0.4 0.0
C 0.1 0.1 -0.2
N 0.0 -0.2 -0.2
C 0.1 0.1 0.5
C 0.4 0.2 0.1
N -0.4 -0.6 -0.2
S 0.4 0.2 -0.4
O 0.0 0.0 0.2
O -0.1 0.1 0.2
C 0.1 0.2 0.3
F 0.0 -0.2 -0.1
F -0.2 0.0 0.0
C 0.0 0.0 0.4
F 0.4 0.0 -0.3
F -0.4 0.0 -0.4
C -0.1 0.1 0.2
F 0.4 -0.1 -0.2
F -0.1 -0.1 0.2
F -0.2 0.0 -0.1
H 0.0 -0.1 0.1
H 0.0 0.0 0.1
H 0.1 0.0 0.0
H -0.1 0.0 0.1
H 0.0 0.0 0.1
H 0.1 -0.1 0.1
H -0.1 -0.1 -0.1
H -0.1 0.0 0.2
H 0.1 0.0 0.0
H -0.1 0.1 0.1
H -0.1 -0.1 -0.1
H 0.1 0.1 -0.1
H -0.1 -0.1 -0.1
H -0.1 0.0 0.0
C 0.0 0.1 0.0
C 0.0 0.0 -0.1
N 0.0 0.0 -0.1
C -0.2 -0.1 -0.2
C 0.0 0.0 0.0
C 0.1 -0.1 0.0
C 0.0 0.0 0.0
H 0.0 0.0 0.0
H 0.0 0.0 0.0
H 0.0 0.0 0.0
H 0.0 0.0 0.0
H 0.0 -0.1 0.0
H 0.0 0.0 0.0
H 0.0 0.0 0.0
H 0.0 0.0 0.0
H 0.0 0.0 0.0
H 0.0 0.0 0.0
H 0.0 0.1 0.0
H 0.0 0.0 0.0
H 0.0 0.0 0.0
H 0.0 0.0 0.0
H 0.0 0.0 0.0
C 0.0 -0.1 0.0
C 0.0 -0.1 -0.1
N 0.0 0.0 0.0
C 0.0 0.0 0.1
C 0.0 0.0 0.0
C 0.1 0.1 0.0
C 0.0 0.0 0.0
H 0.0 0.0 0.0
H 0.0 0.0 0.0
H 0.0 0.0 0.0
H 0.0 0.0 0.0
H 0.0 0.0 0.0
H 0.0 0.0 0.0
H 0.0 0.0 0.0
H 0.0 0.0 0.0
H 0.0 0.0 0.0
H 0.0 0.0 0.0
H 0.0 0.0 0.0
H 0.0 0.0 0.0
H 0.0 0.0 0.0
H 0.0 0.0 0.0
H 0.0 0.0 0.0
C -0.1 0.1 0.0
C 0.0 0.0 0.0
N 0.0 0.0 0.0
C 0.1 0.0 0.0
C 0.0 0.0 0.0
C 0.0 0.0 0.0
C 0.0 0.0 0.0
H 0.0 0.0 0.0
H 0.0 0.0 0.0
H 0.0 0.0 0.0
H 0.0 0.0 0.0
H 0.0 0.0 0.0
H 0.0 0.0 0.0
H 0.0 0.0 0.0
H 0.0 0.0 0.0
H 0.0 0.0 0.0
H 0.0 0.0 0.0
H 0.0 0.0 0.0
H 0.0 0.0 0.0
H 0.0 0.0 0.0
H 0.0 0.0 0.0
H 0.0 0.0 0.0

Formula: C2N2
Source: OMol25
Level of theory: ωB97M-V/def2-TZVPD

The energy above the lowest of the compared OMol25 structures with the same formula, charge and spin comes out at 12.5 kJ/mol. As for the SMILES: N#CC#N. As for the molar mass: 52.04 Da. The value obtained for the HOMO-LUMO gap is 0.4504 Eh. For the LUMO energy, the calculation gives -0.476 eV. As for the charge: 0. The total energy is -185.67355 hartree.

Geometry (Å):
N 0.448 0.815 -1.639
C 0.177 0.308 -0.620
C -0.171 -0.312 0.606
N -0.454 -0.811 1.652

Forces on the atoms, in the same order (eV/Å):
N -0.6 -1.1 2.3
C 0.2 0.5 -1.2
C -0.8 -1.4 3.3
N 1.2 2.0 -4.4